i.
The following is a DFT calculation (ωB97M-V with the def2-TZVPD basis set) of a single C20H23FN4O2 molecule.

As for the SMILES: CN1CCN(c2cc(N3CCc4ccccc4C3)c(F)cc2[N+](=O)[O-])CC1. The HOMO-LUMO gap is 7.5749 eV.

Element x y z (Å)
C1 -3.91748 0.87927 4.57432
N1 -2.93497 0.18894 3.67537
C2 -3.25067 0.07280 2.19963
C3 -2.31360 0.94980 1.34904
N2 -0.87793 0.72241 1.63152
C4 0.10280 1.28691 0.85273
C5 0.82765 0.43424 0.02285
C6 1.76730 0.93425 -0.88629
N3 2.39457 0.12266 -1.80447
C7 2.30001 0.49631 -3.25823
C8 1.17692 -0.34944 -3.86089
C9 1.20809 -1.78144 -3.43249
C10 0.47059 -2.70190 -4.10451
C11 0.46308 -4.05653 -3.76566
C12 1.26015 -4.51525 -2.70515
C13 2.00995 -3.60793 -1.94656
C14 1.96489 -2.23881 -2.32353
C15 2.77709 -1.26608 -1.49462
C16 2.00330 2.30877 -0.87415
F1 3.02490 2.80571 -1.63632
C17 1.30080 3.15786 -0.04933
C18 0.31053 2.67810 0.78888
N4 -0.40161 3.60951 1.55264
O1 -0.85013 4.59724 0.97372
O2 -0.55193 3.41178 2.75849
C19 -0.49234 0.08319 2.90720
C20 -1.46932 0.30967 4.04538
H1 -3.52852 0.80649 5.59828
H2 -4.89942 0.39847 4.54546
H3 -3.99622 1.94553 4.33321
H4 -4.29514 0.34167 2.02024
H5 -3.08075 -0.94389 1.87647
H6 -2.56096 2.00216 1.58932
H7 -2.50553 0.74939 0.28313
H8 0.57911 -0.59921 0.05165
H9 3.27310 0.27811 -3.72992
H10 2.05680 1.54558 -3.40939
H11 1.34318 -0.37407 -4.92036
H12 0.21972 0.11088 -3.62756
H13 -0.17196 -2.36936 -4.90032
H14 -0.19994 -4.72215 -4.31852
H15 1.32971 -5.57017 -2.51112
H16 2.68529 -3.98545 -1.19055
H17 3.89831 -1.38180 -1.65098
H18 2.57918 -1.50082 -0.43340
H19 1.52072 4.22294 -0.06858
H20 0.49808 0.48849 3.20900
H21 -0.43772 -0.98730 2.73745
H22 -1.31757 -0.32500 4.91626
H23 -1.29213 1.33745 4.41065

ii.
The following is a DFT calculation (ωB97M-V with the def2-TZVPD basis set) of a single C20H23FN4O2 molecule.

As for the SMILES: CN1CCN(c2cc(N3CCc4ccccc4C3)c(F)cc2[N+](=O)[O-])CC1. The HOMO-LUMO gap is 7.8241 eV.

Element x y z (Å)
C1 4.46384 4.47610 -1.61629
N1 3.36754 3.65643 -1.06068
C2 2.08581 4.41350 -1.05640
C3 0.99085 3.59683 -0.30748
N2 0.91245 2.19566 -0.83082
C4 -0.34482 1.51982 -0.90122
C5 -0.48412 0.30248 -0.20181
C6 -1.66575 -0.46009 -0.24661
N3 -1.68485 -1.71468 0.43065
C7 -2.25528 -2.90204 -0.20750
C8 -1.44657 -4.14950 0.05268
C9 -1.27572 -4.30042 1.54171
C10 -1.07474 -5.58922 2.00257
C11 -0.90798 -5.82292 3.36613
C12 -0.87459 -4.74169 4.25175
C13 -1.09876 -3.41784 3.77248
C14 -1.28376 -3.18896 2.40228
C15 -1.48342 -1.76716 1.88566
C16 -2.78021 0.04202 -0.91063
F1 -3.93626 -0.62488 -1.00026
C17 -2.67269 1.30656 -1.56213
C18 -1.45457 2.01352 -1.61173
N4 -1.35838 3.09841 -2.47619
O1 -0.47353 3.05759 -3.34927
O2 -2.18473 4.02594 -2.36675
C19 2.18811 1.47296 -0.93026
C20 3.25724 2.30753 -1.64550
H1 4.62399 5.35546 -0.98842
H2 5.41230 3.91289 -1.63337
H3 4.24975 4.80645 -2.62875
H4 1.78573 4.57483 -2.08242
H5 2.25948 5.36911 -0.56486
H6 0.02169 4.14406 -0.33884
H7 1.27526 3.52910 0.74189
H8 0.34796 -0.04954 0.37669
H9 -2.27077 -2.76833 -1.28695
H10 -3.29072 -3.03156 0.05147
H11 -1.93963 -5.04858 -0.35132
H12 -0.49741 -4.05908 -0.48638
H13 -1.19163 -6.47347 1.37547
H14 -0.72750 -6.81994 3.74812
H15 -0.75112 -4.84574 5.34096
H16 -1.14663 -2.60488 4.52548
H17 -0.60749 -1.16994 2.12796
H18 -2.32913 -1.29253 2.42708
H19 -3.57175 1.68316 -2.07065
H20 2.53779 1.18049 0.06678
H21 2.08094 0.57248 -1.49333
H22 4.21105 1.79872 -1.57222
H23 2.99270 2.43090 -2.70880

Which of them is the least stable? Correct choice: i.

i.
The following is a DFT calculation (ωB97M-V with the def2-TZVPD basis set) of a molecular structure, C3H10N3O.

The HOMO-LUMO gap is 7.6754 eV. Its charge is -1.

Element x y z (Å)
N1 0.29307 1.90549 -2.38412
C1 0.76570 1.60977 -0.99738
O1 0.90861 0.25227 -0.81966
H1 -0.29052 1.09793 -2.57550
H2 1.07966 1.80080 -3.01633
H3 1.73514 2.11012 -0.83869
H4 0.03865 2.08855 -0.32583
C2 -1.70677 -1.18287 -0.05814
N2 -0.85404 -0.42988 0.83757
C3 -0.28241 -1.14185 1.82784
N3 0.97183 -1.06770 2.16711
H5 -2.20820 -0.50299 -0.75156
H6 -1.10788 -1.87909 -0.66534
H7 -2.48399 -1.75983 0.46959
H8 0.20666 -0.07225 0.05620
H9 -0.95974 -1.82724 2.38066
H10 1.23328 -1.93458 2.62942

ii.
The following is a DFT calculation (ωB97M-V with the def2-TZVPD basis set) of 2 unconnected molecules or ions with the total composition C3H10N3O.

The HOMO-LUMO gap is 6.2321 eV. Its charge is -1.

Element x y z (Å)
C1 0.80621 0.56296 0.85039
N1 2.36959 -1.67922 0.24042
C2 2.86427 -0.36612 0.27567
N2 2.19098 0.68204 0.42699
H1 0.40626 1.53996 1.09342
H2 0.70455 -0.08700 1.73375
H3 0.17193 0.14516 0.03817
H4 1.39832 -1.75954 0.50703
H5 2.95316 -2.36086 0.70128
H6 3.94552 -0.30872 0.13620
N3 -3.00750 0.04425 -0.16889
C3 -2.18776 0.93605 -1.07253
O1 -1.08618 0.32817 -1.50394
H7 -3.99058 0.07348 -0.43580
H8 -2.71193 -0.89076 -0.44169
H9 -2.86897 1.28126 -1.90131
H10 -1.95787 1.85886 -0.47915

Which of them is the least stable? Correct choice: ii.

i.
The following is a DFT calculation (ωB97M-V with the def2-TZVPD basis set) of a gas-phase ion, C2H7INO (charge +1).

As for the SMILES: [NH3+]C[C@@H](O)I. The HOMO-LUMO gap is 9.3485 eV. Its charge is +1.

Element x y z (Å)
N1 -0.68252 0.12894 -1.40865
C1 -0.56992 -0.37294 0.04924
C2 0.74405 -0.20883 0.75582
O1 1.41905 0.96115 0.35291
I1 0.24265 -0.25437 2.94894
H1 -1.65383 0.23882 -1.66836
H2 -0.14791 -0.48749 -2.04964
H3 -0.29963 1.05027 -1.48214
H4 -1.01077 -1.40432 0.18168
H5 -1.33294 0.17082 0.64453
H6 1.33209 -1.12260 0.63497
H7 1.95967 1.30056 1.04070

ii.
The following is a DFT calculation (ωB97M-V with the def2-TZVPD basis set) of 2 unconnected molecules or ions with the total composition C2H7INO.

The HOMO-LUMO gap is 7.6311 eV. Its charge is +1.

Element x y z (Å)
C1 0.41798 0.03213 0.38642
C2 0.28684 1.28356 -0.18691
N1 1.10879 -0.94562 -0.29715
O1 -0.43812 2.21067 0.32894
I1 -3.31389 -0.39639 0.09294
H1 0.61528 -0.24645 1.48205
H2 -0.65731 -0.09296 0.36678
H3 0.81816 1.45399 -1.15534
H4 1.67426 -1.42462 0.26198
H5 1.56053 -0.71566 -1.14831
H6 -4.22973 -0.87810 -1.17489
H7 -0.73474 2.95649 -0.23137

Which of them is the least stable? Correct choice: ii.

i.
The following is a DFT calculation (ωB97M-V with the def2-TZVPD basis set) of a molecular structure, C6H10N2O5.

The HOMO-LUMO gap is 8.8699 eV.

Element x y z (Å)
C1 -0.90096 2.53822 1.37369
C2 -0.23740 1.48194 0.74661
C3 -1.12635 0.54325 -0.02704
C4 0.82709 -0.90219 -0.54252
C5 1.11485 -2.39077 -0.93106
C6 0.73507 -2.59680 -2.39315
H1 0.92329 2.96716 3.25193
H2 -0.72266 3.74507 2.83770
H3 -2.89450 2.16998 0.85952
H4 0.54440 1.02911 1.02260
H5 -1.12753 -1.01057 -1.35424
H6 1.03170 -0.33529 -1.15596
H7 1.08378 -0.78986 0.42231
H8 0.35095 -3.39651 -0.51704
H9 2.13920 -2.49744 -0.69353
H10 1.33304 -4.43151 -1.78509
N1 -0.21415 3.47998 2.22293
N2 -0.55757 -0.60419 -0.71134
O1 1.10746 3.18625 2.40455
O2 -2.25119 2.86292 1.29795
O3 -2.33726 0.77580 -0.38035
O4 1.03721 -3.86253 -2.85453
O5 0.14153 -1.96203 -3.09392

ii.
The following is a DFT calculation (ωB97M-V with the def2-TZVPD basis set) of a single C6H10N2O5 molecule.

As for the SMILES: NCC(=O)N[C@@H](CC(=O)O)C(=O)O. The HOMO-LUMO gap is 9.8879 eV.

Element x y z (Å)
N1 1.46432 -0.56042 1.62443
C1 2.30538 -0.85222 0.42481
C2 1.53166 -0.99063 -0.89681
O1 2.01216 -1.57027 -1.83798
N2 0.37777 -0.34063 -1.10050
C3 -0.79657 -0.37792 0.02026
C4 -1.31697 1.14775 0.20206
C5 -0.44296 2.19947 -0.13940
O2 0.72266 2.02663 0.13290
O3 -0.75222 3.03122 -1.19117
C6 -1.96062 -1.31626 -0.27462
O4 -2.09549 -1.84480 -1.30306
O5 -2.86166 -1.32964 0.74848
H1 1.31449 0.40063 1.68441
H2 2.04142 -0.59047 2.43509
H3 2.81143 -1.82813 0.52983
H4 3.14347 -0.17450 0.43803
H5 -0.01963 -0.21711 -2.00131
H6 -0.06694 -0.90915 0.68231
H7 -2.09528 1.35907 -0.55142
H8 -1.73451 1.04758 1.12976
H9 0.06386 3.57797 -1.38432
H10 -3.64577 -1.88819 0.62823

Which of them is the least stable? Correct choice: i.

i.
The following is a DFT calculation (ωB97M-V with the def2-TZVPD basis set) of a single CH5ClNOP molecule.

As for the SMILES: C[P@@](N)(=O)Cl. The HOMO-LUMO gap is 9.7645 eV.

Element x y z (Å)
C1 0.06138 0.09594 -1.29220
P1 1.21858 -0.48966 -0.02632
N1 0.43450 -0.35820 1.42591
O1 1.77390 -2.28844 -0.24944
Cl1 2.73595 0.78145 -0.05072
H1 0.57267 0.12274 -2.25066
H2 -0.73873 -0.63779 -1.32949
H3 -0.32511 1.07522 -1.03245
H4 0.46842 0.54312 1.88175
H5 0.68975 -1.12611 2.03047

ii.
The following is a DFT calculation (ωB97M-V with the def2-TZVPD basis set) of 2 unconnected molecules or ions with the total composition CH5ClNOP.

The HOMO-LUMO gap (alpha / beta) is 8.0578 / 8.0563 eV.

Element x y z (Å)
C1 1.37470 -0.95971 -0.58207
N1 -1.46535 1.67506 0.12793
O1 0.87938 -0.38513 0.61070
P1 -0.67137 -0.42734 1.03676
Cl1 -1.99574 1.38579 -1.46792
H1 2.16616 -0.30492 -0.94652
H2 0.60480 -1.05313 -1.35042
H3 1.79437 -1.94441 -0.36605
H4 -2.30474 1.76939 0.70251
H5 -0.38222 0.24439 2.23508

Which of them is the least stable? Correct choice: ii.

i.
The following is a DFT calculation (ωB97M-V with the def2-TZVPD basis set) of a single C3H5ClO molecule.

As for the SMILES: CO/C=C/Cl. The HOMO-LUMO gap is 9.9719 eV.

Element x y z (Å)
C1 0.61274 0.83051 -1.31117
O1 0.77771 -0.11072 -0.37043
C2 -0.38093 -0.37860 0.37767
C3 -0.30837 -0.98909 1.54770
Cl1 -1.76254 -1.34391 2.38968
H1 -0.17706 0.65825 -2.06864
H2 1.61731 0.96726 -1.72072
H3 0.37850 1.79361 -0.83886
H4 -1.32025 -0.17412 -0.13257
H5 0.56288 -1.25319 2.12735

ii.
The following is a DFT calculation (ωB97M-V with the def2-TZVPD basis set) of 2 unconnected molecules or ions with the total composition C3H5ClO.

The HOMO-LUMO gap is 7.9363 eV.

Element x y z (Å)
C1 0.33721 -0.53071 -0.87257
C2 0.68382 -0.53725 0.63497
C3 -0.20025 0.45569 0.05911
O1 -0.39781 1.71368 0.02572
Cl1 -2.75827 -0.44989 -0.01789
H1 1.18749 -0.07718 -1.51238
H2 -0.30481 -1.30785 -1.31851
H3 0.56459 -1.38422 1.34973
H4 1.63532 -0.06167 0.80735
H5 -0.74730 2.17942 0.84447

Which of them is the least stable? Correct choice: ii.

i.
The following is a DFT calculation (ωB97M-V with the def2-TZVPD basis set) of 2 unconnected molecules or ions with the total composition C4H14N3O.

Its expectation value of S² is 0.751. Its multiplicity is 2. The HOMO-LUMO gap (alpha / beta) is 3.8357 / 10.2392 eV.

Element x y z (Å)
C1 1.81904 -0.30890 -0.40966
C2 0.50640 -0.54982 -1.14795
C3 -0.25673 -1.77694 -0.64588
N1 -2.45173 -0.12494 0.09159
C4 -1.71428 -0.89225 0.96900
N2 -0.72686 -1.64068 0.72078
N3 1.60369 0.38435 0.92479
H1 2.51960 0.30332 -0.95108
H2 2.24219 -1.27590 -0.19781
H3 0.63856 -0.58818 -2.22236
H4 -0.12302 0.33625 -1.02080
H5 0.43720 -2.62280 -0.63107
H6 -1.02771 -2.06663 -1.37367
H7 -3.31825 0.25320 0.43597
H8 -2.50734 -0.42587 -0.87059
H9 -2.04452 -0.74791 1.99979
H10 2.51602 0.82383 1.20128
H11 1.29607 -0.26720 1.65954
H12 0.97015 1.19226 0.77791
H13 -0.60859 3.71659 -0.28841
H14 0.03931 2.99969 0.94882
O1 0.19080 3.27852 0.02980

ii.
The following is a DFT calculation (ωB97M-V with the def2-TZVPD basis set) of 2 unconnected molecules or ions with the total composition C4H14N3O.

Its expectation value of S² is 0.751. Its multiplicity is 2. The HOMO-LUMO gap (alpha / beta) is 3.4500 / 10.1503 eV.

Element x y z (Å)
C1 -0.10477 1.88376 -0.98599
C2 -1.17070 0.98365 -0.45274
C3 -0.99954 -0.43695 -0.86767
N1 -0.28386 -3.32036 -0.53591
C4 0.54668 -2.20517 -0.50604
N2 0.39149 -0.91986 -0.72423
N3 1.04965 1.81543 0.05397
H1 -0.35397 2.96018 -1.16301
H2 0.32069 1.56705 -1.92634
H3 -2.19828 1.32656 -0.83555
H4 -1.40514 1.10431 0.63403
H5 -1.21198 -0.66899 -1.93159
H6 -1.85931 -0.96170 -0.20786
H7 -0.31726 -4.03450 0.15585
H8 -1.27357 -3.14152 -0.80776
H9 1.67123 -2.52365 -0.28283
H10 1.20500 0.94275 0.53795
H11 0.73728 2.50812 0.75946
H12 1.88459 2.20579 -0.50078
H13 0.94221 1.13371 3.38797
H14 1.11722 -0.60829 3.26651
O1 1.31234 0.38970 2.93257

Which of them is the least stable? Correct choice: ii.

i.
The following is a DFT calculation (ωB97M-V with the def2-TZVPD basis set) of 2 unconnected molecules or ions with the total composition C6H9N2O2.

The HOMO-LUMO gap is 6.3543 eV. Its charge is -1.

Element x y z (Å)
C1 1.92198 0.36550 1.26324
C2 1.20522 -0.85093 0.78510
C3 -0.15822 -1.94650 -0.43705
C4 1.46400 -2.16726 1.00639
N1 0.13608 -0.72938 -0.10387
N2 0.56060 -2.90006 0.28126
H1 -0.87308 -2.31048 -1.17990
H2 2.57460 0.70963 0.42059
H3 2.53213 0.17182 2.12849
H4 0.80260 -3.83973 0.00213
H5 2.20079 -2.53070 1.67189
H6 1.21352 1.17423 1.47883
C5 -2.34988 2.15550 -0.50218
C6 -1.43676 2.07349 -1.79425
O1 -0.32114 1.54315 -1.68612
O2 -1.90850 2.70323 -2.78027
H7 -1.77783 1.98051 0.39374
H8 -2.95589 1.28418 -0.52117
H9 -2.83022 3.11381 -0.42686

ii.
The following is a DFT calculation (ωB97M-V with the def2-TZVPD basis set) of 2 unconnected molecules or ions with the total composition C6H9N2O2.

The HOMO-LUMO gap is 7.7855 eV. Its charge is -1.

Element x y z (Å)
C1 -1.75757 -1.72314 2.65009
C2 0.77201 -1.10576 0.25191
C3 -0.62149 -1.14304 1.84281
C4 0.01977 0.05459 1.92855
N1 -0.12129 -1.90052 0.77028
N2 0.96344 0.08981 0.89657
H1 1.30286 -1.29173 -0.68155
H2 1.55109 0.85138 0.57991
H3 -0.16871 1.02849 2.35989
H4 -1.53750 -2.85486 2.75740
H5 -2.64532 -1.84076 2.00000
H6 -1.92505 -1.41894 3.65505
C5 -0.13390 1.54528 -2.98341
C6 1.40857 1.73196 -2.45985
O1 2.19945 2.45398 -3.06980
O2 1.55780 1.12577 -1.36706
H7 -0.59224 2.22967 -2.29786
H8 -0.17780 0.44579 -2.78382
H9 -0.09414 1.72203 -4.04911

Which of them is the least stable? Correct choice: i.